43
Properties=species:S:1:pos:R:3 method="wB97M-V/def2-TZVPD" multiplicity=1 smiles="CCCCc1c(C)nc2nc(SCc3ccc(Cl)cc3)[nH]n2c1=O" energy_ha=-1811.8743 relative_energy_kj_mol=0.0 e_homo_ev=-8.30 orbital_gap_ev=8.660
C -6.092 -0.931 1.528
C -4.915 0.020 1.712
C -4.901 1.148 0.680
C -4.404 0.710 -0.705
C -2.946 0.342 -0.681
C -2.465 -0.943 -0.812
C -3.359 -2.125 -1.031
N -1.153 -1.270 -0.767
C -0.315 -0.300 -0.598
N 1.038 -0.357 -0.518
C 1.440 0.876 -0.358
S 3.084 1.369 -0.202
C 3.857 -0.302 -0.332
C 5.336 -0.185 -0.170
C 6.162 -0.068 -1.282
C 7.531 0.051 -1.136
C 8.081 0.060 0.136
Cl 9.791 0.207 0.327
C 7.273 -0.049 1.258
C 5.906 -0.168 1.098
N 0.414 1.760 -0.324
N -0.721 1.013 -0.477
C -2.047 1.452 -0.509
O -2.292 2.642 -0.407
H -6.092 -1.373 0.535
H -6.050 -1.736 2.259
H -7.032 -0.398 1.661
H -4.977 0.459 2.711
H -3.975 -0.534 1.657
H -4.255 1.955 1.029
H -5.910 1.553 0.579
H -4.521 1.561 -1.381
H -5.005 -0.115 -1.080
H -4.030 -2.266 -0.187
H -2.737 -3.008 -1.141
H -3.957 -1.994 -1.930
H 3.574 -0.692 -1.307
H 3.398 -0.903 0.450
H 5.731 -0.073 -2.272
H 8.170 0.137 -2.001
H 7.712 -0.039 2.243
H 5.273 -0.251 1.970
H 0.378 2.762 -0.224